[1]
ORCA calculation (ωB97M-V with the def2-TZVPD basis set) on a molecular structure, C50H47As2Cl3GeN4O5Rb at a distorted geometry.

```
113
Properties=species:S:1:pos:R:3:mulliken_charge:R:1
Rb -0.6374 -0.0533 -2.4135 1.1721
O 0.5506 2.0257 2.6240 -0.5637
C -0.0948 0.9659 2.1431 0.0685
O 0.3822 -0.1419 2.1400 -0.5536
C -1.4552 1.2624 1.6300 0.1790
C -2.2182 2.3042 2.1406 -0.4742
C -3.5079 2.4651 1.6589 -1.0283
C -3.9675 1.6013 0.6830 -0.2237
C -3.1111 0.5996 0.2181 0.0441
N -1.9015 0.4265 0.6971 0.6140
C -3.5980 -0.3607 -0.9343 0.6767
O -4.8089 -0.3359 -1.1214 -0.8541
O -2.6981 -0.9833 -1.4995 -0.6729
H 1.4403 1.7641 2.9165 0.4216
H -1.8150 2.9428 2.9089 0.5790
H -4.1440 3.2477 2.0470 0.4747
H -4.9650 1.6675 0.2765 0.5730
C 1.9467 -3.3765 -0.4445 -0.7711
C 1.3086 -2.6789 0.7529 -0.3610
As 2.4506 -1.9779 2.2260 0.2460
C 3.3452 -0.3703 1.5446 0.6087
C 2.8944 0.4228 0.4977 1.7336
C 3.5107 1.6328 0.2151 -0.9140
C 4.5993 2.0601 0.9540 -0.6974
C 5.0562 1.2838 2.0071 -1.0171
C 4.4132 0.0978 2.3126 -0.6388
C 3.9147 -3.2739 2.0423 -0.2083
C 3.6055 -4.5755 2.4326 -0.2699
C 4.5407 -5.5884 2.3411 -0.7082
C 5.8172 -5.3043 1.8795 -0.6123
C 6.1383 -4.0123 1.5010 -0.5870
C 5.1904 -3.0058 1.5709 0.2768
As 2.3493 -2.0637 -1.8946 0.4004
C 4.2980 -2.1361 -1.7267 0.2252
C 5.0898 -1.0036 -1.6048 -0.5747
C 6.4658 -1.1201 -1.4818 -0.7298
C 7.0632 -2.3681 -1.4928 -0.4051
C 6.2822 -3.5041 -1.6328 -1.1019
C 4.9124 -3.3846 -1.7453 0.0901
C 2.2704 -3.2402 -3.4494 0.5409
C 1.1863 -4.0823 -3.6687 -0.3668
C 1.1518 -4.9156 -4.7734 -0.5406
C 2.1970 -4.9117 -5.6820 -0.5412
C 3.2651 -4.0499 -5.4927 -0.6894
C 3.2940 -3.2129 -4.3924 -0.5610
H 1.2454 -4.1176 -0.8489 0.6200
H 2.8505 -3.9156 -0.1444 0.1982
H 0.6279 -3.3656 1.2735 0.8428
H 0.6964 -1.8335 0.4188 -0.3201
H 2.0318 0.1175 -0.0944 -0.2540
H 3.1266 2.2547 -0.5847 -0.0061
H 5.0815 2.9975 0.7186 0.4312
H 5.8925 1.6172 2.6054 0.3895
H 4.7377 -0.4854 3.1709 0.5264
H 2.6065 -4.7789 2.8137 0.3458
H 4.2792 -6.5971 2.6328 0.3971
H 6.5584 -6.0889 1.8225 0.4123
H 7.1314 -3.7848 1.1415 0.4892
H 5.4525 -2.0050 1.2507 0.2637
H 4.6336 -0.0214 -1.6224 0.4462
H 7.0726 -0.2311 -1.3800 0.4473
H 8.1354 -2.4611 -1.4000 0.4263
H 6.7361 -4.4847 -1.6500 0.4280
H 4.3103 -4.2783 -1.8729 0.4258
H 0.3550 -4.0904 -2.9666 0.1934
H 0.3107 -5.5771 -4.9262 0.4134
H 2.1794 -5.5722 -6.5375 0.3643
H 4.0805 -4.0298 -6.2016 0.4091
H 4.1225 -2.5251 -4.2600 0.4492
Cl -0.1780 2.1660 -4.4185 -0.3649
Ge 1.4947 2.2527 -2.9424 0.4067
Cl 2.5995 0.4166 -3.8396 -0.4164
Cl 2.6382 3.9817 -3.8529 -0.4574
C -2.9688 6.4477 -2.5240 -1.1251
N -1.9068 5.5611 -2.1350 -0.1036
N -2.0328 4.1937 -2.2288 1.0425
C -1.0727 3.5863 -1.4442 -1.1984
O -0.9063 2.3628 -1.3603 -0.1335
C -0.3556 4.6566 -0.8361 -0.5396
C -0.9083 5.8314 -1.2599 0.7522
C -0.5859 7.2247 -0.8632 -1.6662
C -2.9325 3.5856 -3.1211 -0.9326
C -3.0844 4.0554 -4.4229 0.7188
C -4.0274 3.4726 -5.2500 -0.7130
C -4.8002 2.4145 -4.7968 -0.6758
C -4.6183 1.9236 -3.5145 -0.6978
C -3.6935 2.5149 -2.6754 -0.0058
H -3.8223 5.8602 -2.8636 0.4196
H -2.6470 7.1141 -3.3269 0.3260
H -3.2771 7.0577 -1.6739 0.3756
H 0.4673 4.5199 -0.1654 0.5261
H 0.3579 7.2406 -0.3270 0.3832
H -1.3616 7.6180 -0.2033 0.3164
H -0.5141 7.8740 -1.7328 0.3536
H -2.4595 4.8575 -4.7869 0.5648
H -4.1563 3.8470 -6.2558 0.4004
H -5.5461 1.9786 -5.4426 0.4117
H -5.2020 1.0973 -3.1410 0.5244
H -3.5598 2.1624 -1.6691 0.1900
N -2.1709 -2.3722 1.6081 0.0758
C -2.9160 -3.2020 0.8187 0.4137
C -4.1631 -3.6743 1.2468 -0.4987
C -4.8718 -4.5773 0.4840 -0.7373
C -4.3569 -5.0281 -0.7224 -0.4731
C -3.1240 -4.5656 -1.1585 -0.7120
C -2.4068 -3.6640 -0.4029 0.1639
H -2.6392 -1.9234 2.3795 0.3941
H -1.4673 -1.8053 1.1574 -0.2976
H -4.5706 -3.3138 2.1796 0.3867
H -5.8384 -4.9220 0.8202 0.3988
H -4.9168 -5.7262 -1.3248 0.4236
H -2.7300 -4.9076 -2.1053 0.4789
H -1.4526 -3.2921 -0.7482 0.7039
```

## Properties
E_LUMO (spin up / spin down) (eV): -0.21 / -4.10
Spin multiplicity: 2
HOMO energy (spin up / spin down) (eV): -6.9 / -6.9
Frontier orbital gap (spin up / spin down) (eV): 6.7 / 2.8


[2]
ORCA calculation (ωB97M-V with the def2-TZVPD basis set) on a molecular structure, C50H47BaCl2F2N10O2 at a distorted geometry.

```
114
Properties=species:S:1:pos:R:3:mulliken_charge:R:1
Ba 1.6468 0.3423 0.9926 0.0202
C -2.6791 6.4703 1.8474 -1.7272
C -1.9531 5.1553 1.7687 1.0838
C -2.4695 4.0062 2.3177 -0.5538
C -1.7199 2.8060 2.3399 0.4387
C -2.0899 1.4779 2.5786 -1.2560
N -3.2110 0.7951 2.4620 -0.0006
C -4.4992 1.1409 1.8870 -1.0870
C -4.7962 0.5042 0.5109 0.2114
C -4.6949 -1.0355 0.3444 -1.3674
N -3.6502 -1.4197 -0.6036 0.3096
C -3.8434 -1.7401 -1.8595 -0.0888
C -2.8695 -1.8753 -2.8929 0.9413
C -3.2920 -1.9964 -4.2344 -1.2830
C -2.3987 -1.8388 -5.2738 0.4197
C -2.8327 -1.9845 -6.7055 -1.6588
C -1.0556 -1.5396 -4.9948 -0.3470
C -0.5779 -1.4156 -3.6991 1.1055
C 0.8736 -1.1456 -3.3961 -0.8091
N 1.5272 -0.0706 -3.2475 -0.4758
C 0.9381 1.2525 -3.3577 0.7086
C 1.8860 2.4198 -3.0638 -1.3942
C 2.4173 2.6040 -1.6308 -0.9634
N 1.3876 2.6630 -0.5947 0.8282
C 1.0632 3.7748 -0.0568 -1.0508
C 0.0038 3.9263 0.9460 0.7848
C -0.7520 5.0732 1.0194 -0.5220
C -0.3472 2.8363 1.8385 -0.4501
O 0.4576 1.9208 2.0725 -0.3127
C -1.4918 -1.6312 -2.6586 -1.2226
O -1.1295 -1.5742 -1.3844 0.2143
H -3.6158 6.3680 2.3933 0.4131
H -2.9071 6.8563 0.8513 0.3524
H -2.0751 7.2225 2.3576 0.3548
H -3.4437 4.0374 2.7945 0.3854
H -1.2401 0.8433 2.8037 0.8271
H -3.0771 -0.1978 2.5868 0.4494
H -4.5460 2.2231 1.7713 0.3007
H -5.2778 0.8542 2.5994 0.4599
H -4.1546 0.9603 -0.2366 -0.1818
H -5.8138 0.8125 0.2639 0.6311
H -5.6404 -1.4373 -0.0195 0.3622
H -4.4608 -1.5374 1.2855 0.5251
H -2.6914 -1.3288 -0.2401 0.0868
H -4.8812 -1.8360 -2.1667 0.4448
H -4.3357 -2.1927 -4.4511 0.4081
H -3.9176 -1.9965 -6.7910 0.3910
H -2.4523 -2.9155 -7.1291 0.3421
H -2.4481 -1.1653 -7.3126 0.3923
H -0.3733 -1.3973 -5.8250 0.5430
H 1.4594 -2.0620 -3.2994 0.7940
H 0.0880 1.3485 -2.6933 -0.4547
H 0.5547 1.3909 -4.3761 0.4671
H 1.3616 3.3349 -3.3529 0.4096
H 2.7602 2.3401 -3.7147 0.4714
H 3.0193 3.5220 -1.6274 0.6931
H 3.0881 1.7762 -1.3766 0.0988
H 1.5318 4.7155 -0.3817 0.4079
H -0.4627 5.9432 0.4367 0.4614
N 2.2209 -2.9893 3.5806 0.2754
C 1.7694 -1.7235 3.6022 -0.4304
N 0.7782 -1.2663 2.9107 -0.5421
C 0.2036 -2.1008 1.9372 0.3796
N -0.4738 -1.7417 0.9128 -0.2282
N -0.9110 -0.4549 0.6357 0.7009
C -0.8098 -0.2511 -0.7601 -0.1056
C -1.7316 0.9076 -1.2334 -0.1805
C -2.2703 1.0315 -2.5251 0.1643
C -3.0874 2.1042 -2.8451 -1.6645
C -3.3262 3.0743 -1.8926 -1.3744
C -2.7126 2.9013 -0.6653 -0.5650
N -1.9655 1.8533 -0.3381 1.2978
C 0.4703 -3.5494 2.0688 0.3842
C -0.2472 -4.5219 1.3692 -0.0693
C 0.1122 -5.8542 1.4445 -0.9539
C 1.1976 -6.2439 2.2210 -0.5296
C 1.9106 -5.3031 2.9368 -1.0403
C 1.5389 -3.9649 2.8623 -0.1269
H 3.0353 -3.2427 4.1150 0.2783
H 2.2979 -1.0472 4.2680 0.2584
H 0.1908 -0.0490 -1.1934 0.3635
H -2.0467 0.3452 -3.3178 0.9743
H -3.5059 2.1798 -3.8408 0.5296
H -3.9442 3.9380 -2.0935 0.5272
H -2.8365 3.6458 0.1107 0.0298
H -1.0724 -4.1975 0.7498 0.4697
H -0.4471 -6.5997 0.8946 0.4391
H 1.4839 -7.2855 2.2738 0.4267
H 2.7549 -5.5936 3.5502 0.4239
Cl 2.7182 3.8367 3.4851 -0.1134
C 2.2784 3.2953 5.1099 -0.5005
Cl 1.5763 1.6747 5.0711 -0.0817
H 1.5387 3.9761 5.5138 0.3750
H 3.1722 3.2675 5.7216 0.3647
F 6.9185 0.9516 4.0249 -0.3524
C 6.2370 0.2331 3.1061 0.3886
C 5.0877 0.7607 2.5441 -0.8979
C 4.3436 0.0598 1.5942 -0.6235
C 4.8314 -1.2102 1.2092 1.1471
C 5.9807 -1.7167 1.8282 0.2648
F 6.4172 -2.9798 1.5642 -0.3629
C 6.7029 -1.0224 2.7764 -0.8086
C 4.1554 -2.0487 0.1917 -0.1826
C 4.8953 -2.8440 -0.6950 -0.7310
C 4.2452 -3.7152 -1.5456 -0.8335
C 2.8593 -3.7729 -1.5213 -1.2911
C 2.1921 -2.8959 -0.6864 -0.6313
N 2.8163 -2.0657 0.1427 1.2080
H 4.7797 1.7479 2.8772 0.4371
H 7.5828 -1.4503 3.2343 0.5101
H 5.9717 -2.7845 -0.7016 0.6052
H 4.8124 -4.3488 -2.2150 0.4311
H 2.3083 -4.4646 -2.1451 0.6036
H 1.1056 -2.8686 -0.6449 0.6311
```

## Properties
E_LUMO (eV): -3.75
Spin multiplicity: 1
HOMO energy (eV): -8.6
Net charge: +1
Frontier orbital gap (eV): 4.8


In kJ/mol, the relative energy (zero: lowest compared OMol25 entry of this formula, charge and spin) values for the records above are, in order, 267.40; 0.00.
In eV, the E_tot values for the records above are, in order, -285229.254; -102774.440.